DFT (ωB97M-V/def2-TZVPD) results for an isolated molecule of C3H7N3O2 in a non-equilibrium geometry.

XYZ file:
```
15
Properties=species:S:1:pos:R:3:mulliken_charge:R:1
N 1.8199 0.3176 1.0508 -0.3459
C 1.4858 -0.9642 1.3424 0.1113
N 0.4920 -1.7202 1.0322 -0.9364
N -0.4917 -1.1296 0.3029 0.2200
C -0.3612 -0.1757 -0.6217 0.7137
O 0.7050 0.2151 -1.1241 -0.7153
C -1.7989 0.5426 -1.0126 -0.4479
O -1.3209 1.4789 -2.2323 -0.5324
H 2.7523 0.6580 1.3684 0.2435
H 1.3010 0.6737 0.2874 0.2172
H 2.1086 -1.5052 2.1162 0.3137
H -1.4925 -1.3005 0.7189 0.2890
H -2.1316 1.3541 -0.0142 0.2207
H -2.7127 -0.1790 -1.2323 0.3139
H -0.3550 1.7341 -1.9820 0.3348
```

Energy above the lowest of the compared OMol25 structures with the same formula, charge and spin: 106.5 kcal per mole
SMILES string: N/C=N\NC(=O)CO
Kohn-Sham gap: 9.73 eV


DFT (ωB97M-V/def2-TZVPD) results for an isolated molecule of C3H7N3O2 in a non-equilibrium geometry.

XYZ file:
```
15
Properties=species:S:1:pos:R:3:mulliken_charge:R:1
N 2.0647 -1.6949 0.2897 -0.6128
C 0.8641 -0.9319 0.4602 -0.5074
C -0.0142 -0.7552 -0.7620 0.4412
O 0.0483 -1.4931 -1.7194 -0.6098
N -0.9304 0.2931 -0.7466 -0.1603
C -0.7243 1.5566 -0.1549 0.5189
N -1.7149 1.9723 0.6668 -0.4010
O 0.2921 2.1883 -0.3340 -0.5495
H 1.8675 -2.6711 0.0970 0.2756
H 2.6039 -1.3884 -0.5113 0.2512
H 0.2001 -1.3625 1.2067 0.3177
H 1.1481 0.0440 0.8643 0.3380
H -1.6167 0.1105 -1.4598 0.2715
H -2.4779 1.3644 0.8361 0.2100
H -1.6106 2.7679 1.2670 0.2167
```

Energy above the lowest of the compared OMol25 structures with the same formula, charge and spin: 17.0 kcal per mole
SMILES string: NCC(=O)NC(N)=O
Kohn-Sham gap: 10.17 eV


DFT (ωB97M-V/def2-TZVPD) results for a cluster of 2 separate species, C3H7N3O2S in total in a non-equilibrium geometry.

XYZ file:
```
16
Properties=species:S:1:pos:R:3:mulliken_charge:R:1
C 1.8406 -0.6672 -0.0984 -0.4293
C 1.3716 0.3254 -1.2512 -0.2945
C 0.5560 -1.4397 0.2420 -0.4737
N 0.4138 -0.3126 -2.1444 -0.1744
N -2.3062 2.1896 1.3889 -0.8067
N -2.2084 0.9761 1.0616 1.0925
O -3.0860 0.0836 1.3461 -0.7044
O -1.2507 0.6133 0.3281 -0.7082
S -0.3789 -1.4372 -1.3972 0.3824
H 2.7156 -1.2681 -0.6442 0.2389
H 2.1366 -0.0895 0.7435 0.3237
H 0.7407 1.2271 -1.0176 0.2516
H 2.1494 0.9271 -1.8867 0.3691
H 0.6136 -2.4982 0.5342 0.4381
H -0.1823 -0.8861 0.8485 0.2779
H -3.1254 2.2564 1.9468 0.2171
```

Energy above the lowest of the compared OMol25 structures with the same formula, charge and spin: 125.7 kcal per mole
Kohn-Sham gap (spin up / spin down): 5.19 / 5.18 eV


DFT (ωB97M-V/def2-TZVPD) results for a structure of composition C3H7N3O2S in a non-equilibrium geometry.

XYZ file:
```
16
Properties=species:S:1:pos:R:3:mulliken_charge:R:1
C -1.1165 -0.4397 0.2347 0.3108
C 0.5365 1.0112 -0.1140 0.2174
C 0.3014 -1.5667 -0.6682 -0.5723
N -0.7463 0.8582 0.1706 -0.0867
N 1.0141 2.1444 -0.3665 -0.2850
N -2.1866 -0.9715 0.6769 -0.2712
O 2.7524 -0.3505 -0.8303 -0.4197
O 1.6512 -0.7075 1.3752 -0.2838
S 1.6167 -0.5684 -0.0039 1.0398
H 0.1821 -2.5086 -0.1975 0.4975
H 0.0212 -1.3093 -1.6883 0.4058
H -1.3497 1.6361 0.4552 0.2991
H 0.5949 3.0475 -0.4364 0.2553
H 1.9491 1.9916 -0.7574 0.2773
H -2.4150 -1.9554 0.9084 0.3154
H -2.8056 -0.3115 1.2415 0.3004
```

Kohn-Sham gap (spin up / spin down): 6.40 / 5.52 eV
Charge: +2
Multiplicity: 3


DFT (ωB97M-V/def2-TZVPD) results for an isolated molecule of C3H7N3OS in a non-equilibrium geometry.

XYZ file:
```
15
Properties=species:S:1:pos:R:3:mulliken_charge:R:1
C 0.3175 -1.6619 0.2827 -1.4385
C 0.0032 -0.2552 0.2121 0.6285
N 0.9589 0.6230 -0.2238 -0.1765
N 2.1395 -0.0239 -0.4346 -0.6464
C -1.4159 0.2776 -0.1007 0.1397
S -2.6541 -0.8568 -0.2661 -0.3731
N -1.8041 1.5643 0.1287 -0.1494
O -0.7165 2.5953 0.0673 -0.4830
H 0.5035 -1.9320 -0.9060 0.3037
H 0.9375 -2.0559 1.0449 0.5238
H -0.6329 -2.2849 0.5732 0.3416
H 2.9853 0.6985 -0.4510 0.3002
H 2.0566 -0.6534 0.3944 0.2026
H -2.7691 2.0391 -0.2096 0.2912
H 0.0906 1.9261 -0.1114 0.5357
```

Energy above the lowest of the compared OMol25 structures with the same formula, charge and spin: 133.8 kcal per mole
SMILES string: C/C(=N\N)C(=S)NO
Kohn-Sham gap: 7.95 eV


DFT (ωB97M-V/def2-TZVPD) results for an isolated molecule of C3H7N3OS in a non-equilibrium geometry.

XYZ file:
```
15
Properties=species:S:1:pos:R:3:mulliken_charge:R:1
H 0.9660 -3.7753 -1.9113 0.1998
N 0.2199 -3.2472 -2.3772 -0.5934
C 0.1648 -2.0838 -1.8060 0.1646
N 1.0648 -1.5447 -0.8552 -0.4181
O 0.3471 -0.8968 0.1701 -0.3079
C 0.5830 0.4682 0.0609 -0.1904
C -0.4165 1.2755 0.8643 0.1689
N -1.4563 0.4682 1.1623 -0.3122
S -0.2323 2.8275 1.3034 -0.3346
H -0.6794 -1.4040 -2.0200 0.3155
H 1.5748 -2.3091 -0.4005 0.2788
H 0.4853 0.7524 -0.9885 0.2810
H 1.5850 0.6988 0.4081 0.3105
H -1.5215 -0.4448 0.7159 0.2226
H -2.2579 0.7222 1.7564 0.2151
```

Energy above the lowest of the compared OMol25 structures with the same formula, charge and spin: 67.4 kcal per mole
SMILES string: [H]/N=C\NOCC(N)=S
Kohn-Sham gap: 9.31 eV


| no. | DFT total energy (Ha) |
| --- | --- |
| 1 | -433.15308 |
| 2 | -433.29571 |
| 3 | -831.18989 |
| 4 | -830.47450 |
| 5 | -756.02115 |
| 6 | -756.12686 |